(1)
Here is a single C4H8N2 molecule from OMol25. Energies are from wB97M-V/def2-TZVPD.

XYZ file:
```
14
Properties=species:S:1:pos:R:3:forces:R:3:mulliken_charge:R:1
C 0.841275 0.910935 1.107424 0.0200 0.0155 0.0393 -0.957
N -0.163057 0.065340 0.483350 -0.2614 -0.2148 0.3744 -0.095
C -0.988539 0.750070 -0.456034 0.5435 0.2125 -1.4870 -0.714
C 0.413990 -1.000356 -0.268139 0.4626 0.5831 -1.4321 -0.298
C -0.553967 -2.055297 -0.598984 -0.6467 -0.6479 -0.4566 0.193
N -1.319901 -2.836533 -0.973958 0.7279 0.6634 0.4804 -0.433
H 1.569560 1.317330 0.382507 -0.1150 -0.0409 0.0578 0.340
H 1.377191 0.330596 1.864244 -0.0254 0.1199 -0.1168 0.333
H 0.337224 1.743375 1.608400 0.1376 -0.1467 -0.0985 0.337
H -1.854006 0.137694 -0.731089 0.0261 0.2195 0.1664 0.246
H -0.296810 0.699646 -1.484389 -1.8859 1.4941 1.6685 0.163
H -1.307051 1.727534 -0.059785 0.2070 -0.2948 -0.6015 0.327
H 1.281909 -1.433283 0.262865 -0.2185 0.2426 -0.7069 0.380
H 0.561641 -0.412699 -1.375801 1.0283 -2.2053 2.1128 0.179
```
Positions in Å, forces in eV/Å.

(2)
Here is 2 unconnected molecules or ions with the total composition C5H6F2 from OMol25. Energies are from wB97M-V/def2-TZVPD.

XYZ file:
```
13
Properties=species:S:1:pos:R:3:forces:R:3:mulliken_charge:R:1
C 0.711219 -1.662739 1.403951 -0.0146 0.0122 0.0059 -0.752
C -0.198448 -1.789603 0.466480 -0.1410 -0.1109 -0.2849 0.598
F -0.026842 -2.429403 -0.682758 -0.0209 0.1499 0.2464 -0.232
F -1.432267 -1.317804 0.523309 0.1615 -0.0855 0.0585 -0.214
H 0.481894 -1.132276 2.307939 -0.1269 0.1053 0.1121 0.308
H 1.686825 -2.091727 1.277225 0.1103 -0.0939 -0.1231 0.283
C 0.771665 1.847238 0.048690 0.3453 0.0594 0.2534 -0.693
C -0.171037 1.486952 -0.761669 0.0634 0.0576 0.0553 0.310
C -1.122350 1.137073 -1.564194 -0.3383 -0.1816 -0.2102 -0.607
H 0.982754 2.884729 0.247315 -0.0486 0.2359 -0.0307 0.255
H 1.394333 1.125101 0.555253 -0.0026 -0.1714 0.0014 0.240
H -2.123430 0.958326 -1.205249 -0.1281 0.0040 0.1370 0.258
H -0.954316 0.984134 -2.616293 0.1406 0.0189 -0.2211 0.246
```
Positions in Å, forces in eV/Å.

(3)
Here is a single C3H8INO molecule from OMol25. Energies are from wB97M-V/def2-TZVPD.

XYZ file:
```
14
Properties=species:S:1:pos:R:3:forces:R:3:mulliken_charge:R:1
C 1.431568 0.006195 0.817719 4.1476 -0.3352 2.3374 -1.383
C 0.186258 0.130501 0.135185 -1.2723 0.4482 -1.2240 0.453
C 0.167946 -0.356624 -1.303336 -2.0062 -0.8069 -1.3610 -0.863
I 0.194410 2.716964 -0.401754 -0.3252 -1.1489 0.4699 -0.201
O -0.764195 -0.277040 0.982293 -2.4917 0.9323 -0.8151 -0.210
N -2.117097 -0.302233 0.340713 -0.0138 -2.0042 1.0023 -0.500
H 1.670450 0.408791 1.814982 -1.5947 0.4629 -0.0157 0.380
H 2.276243 0.472489 0.343438 0.1129 -0.0489 -1.1331 0.416
H 1.739900 -1.029655 1.045994 -0.5257 -0.1654 -0.7827 0.366
H -0.859592 -0.197641 -1.873083 2.2325 -0.2354 1.4907 0.291
H 0.951849 0.094778 -1.912728 -0.0824 0.1265 0.3798 0.370
H 0.363423 -1.473743 -1.297772 -0.2925 1.0388 0.1965 0.356
H -2.751357 -0.824342 1.020274 1.6108 0.8707 -0.8663 0.274
H -2.489807 0.631560 0.288075 0.5006 0.8655 0.3211 0.251
```
Positions in Å, forces in eV/Å.

(4)
Here is a gas-phase ion, C5H11NO2P (charge +1) from OMol25. Energies are from wB97M-V/def2-TZVPD.

XYZ file:
```
20
Properties=species:S:1:pos:R:3:forces:R:3:mulliken_charge:R:1
C -1.161632 1.111194 0.153739 -2.9732 3.2431 -0.2239 -0.800
N 0.226367 0.644779 0.061502 -1.6593 -0.7530 -1.9241 0.238
C 1.128292 1.716918 -0.423989 -0.1791 0.5772 -1.9703 -0.882
C 0.637584 0.161556 1.336645 0.9802 -3.7717 2.0820 -0.881
C 0.266347 -0.404913 -0.968357 3.1372 2.9748 -2.3210 -0.459
C -0.349769 -1.521566 -0.917914 -1.4087 -2.6199 0.2914 -0.096
O -1.110711 -1.767028 0.204464 -0.7197 -0.7640 -0.6561 -0.068
P -1.480839 -3.384044 0.531397 -0.2502 1.0668 0.4710 0.326
O -0.354154 -4.073727 -0.047816 0.6725 -1.2634 -0.5011 -0.425
H -1.479937 1.795869 -0.706767 0.9990 -1.1508 0.7413 0.361
H -1.962013 0.353016 0.201298 1.1030 -0.0827 0.1149 0.290
H -1.312147 1.802849 1.033035 0.5663 -0.9077 -0.5962 0.406
H 0.758202 2.699374 -0.029158 1.0744 -0.9585 -0.1012 0.348
H 2.162066 1.353632 -0.308219 -0.3147 0.7421 0.7436 0.439
H 1.034519 1.685800 -1.554334 -0.2508 0.7918 1.4157 0.362
H 1.550510 -0.555439 1.181291 -1.9579 1.0481 0.4543 0.320
H 1.020170 0.989340 1.808916 0.7962 1.8587 1.6718 0.520
H -0.219115 -0.284098 1.985585 1.6970 0.6145 -1.5472 0.274
H 0.954298 -0.052129 -1.798500 -1.3139 -1.2896 0.8989 0.286
H -0.308038 -2.271383 -1.742816 0.0014 0.6443 0.9562 0.442
```
Positions in Å, forces in eV/Å.

- Net charge: +1

no.,maximum force (hartree/bohr),HOMO-LUMO gap (eV)
1,0.0627,10.47
2,0.0085,10.91
3,0.0928,8.41
4,0.0954,10.36